1.
C5H10NO2 as an isolated structure in a non-equilibrium geometry, computed with ωB97M-V with the def2-TZVPD basis set.

XYZ file:
```
18
Properties=species:S:1:pos:R:3:forces:R:3
O -2.463472 -0.288465 -0.859850 -0.3 -0.2 -0.3
C -1.369209 -0.903050 -1.301889 0.9 -0.5 0.2
C -0.136481 -0.269062 -0.630814 0.5 0.7 0.7
C -0.277857 -0.397252 0.890060 -0.5 0.8 1.9
C -0.788798 0.950202 1.496006 0.3 -0.1 -0.8
N 1.206152 -0.704961 -1.097289 -1.4 0.3 -1.1
C 2.200770 -0.043517 -0.752959 3.3 -5.4 1.2
O 2.349472 0.808630 0.321277 -1.5 1.8 -1.5
H -1.165064 -0.914635 -2.409326 -0.2 0.1 0.1
H -0.154025 0.824843 -0.823519 -0.4 -0.2 -0.2
H 0.668933 -0.621831 1.383857 0.0 -0.3 -0.2
H -1.046992 -1.093386 1.226813 0.2 -0.6 -0.7
H -1.700200 1.133080 0.925593 0.2 0.5 -0.2
H 0.025421 1.659153 1.321709 -0.4 0.5 -0.1
H -1.068875 1.069650 2.547216 0.3 -0.8 0.2
H -1.222102 -2.005749 -0.990875 -0.4 0.4 -0.3
H 1.740946 1.239678 -0.332799 -0.8 3.0 2.2
H 3.201375 -0.443325 -0.913215 0.1 0.0 -1.2
```
Positions in Å, forces in eV/Å.

As for the total charge: -1. For the energy relative to the best compared isomer or geometry (same formula, charge and spin), the calculation gives 460.03 kJ/mol. The value obtained for the total energy is -10929.4968 eV. For the frontier orbital gap, the calculation gives 6.26 eV. For the highest occupied orbital energy, the calculation gives -2.643 eV. For the lowest unoccupied orbital energy, the calculation gives 3.62 eV. The largest force on an atom comes out at 0.1259 Eh/bohr.

2.
A 2-piece molecular cluster, C5H10NO2 overall in a non-equilibrium geometry, computed with ωB97M-V with the def2-TZVPD basis set.

XYZ file:
```
18
Properties=species:S:1:pos:R:3:forces:R:3
O 2.360058 -1.842572 -0.633261 0.6 -0.1 0.3
C 1.487302 -2.082651 0.232522 -0.7 0.1 -0.9
O 1.393954 -1.761062 1.428273 0.4 -0.6 0.3
C -1.161888 1.905036 -0.864287 -0.6 -0.9 0.0
C -0.811298 0.836980 0.271067 -0.3 1.9 -2.8
C -1.388396 -0.461990 -0.288006 -0.9 0.1 1.7
C 0.680468 0.924442 0.541102 0.5 0.7 1.2
N -2.501891 2.459016 -0.836868 3.0 0.3 0.8
H 0.588731 -2.602058 -0.231195 0.1 -0.2 0.4
H -1.455759 1.248362 1.052791 0.3 -0.5 0.6
H -0.865610 -0.707391 -1.208519 -0.1 -0.6 0.1
H -1.465544 -1.218252 0.507987 1.0 -0.6 -0.4
H -2.467598 -0.310308 -0.430433 0.2 0.5 -0.7
H 0.914832 1.992391 0.681519 -0.1 0.0 -0.2
H 1.371541 0.567114 -0.223046 -0.4 -0.2 -0.3
H 1.026828 0.466414 1.468396 -0.3 -0.4 -0.1
H -1.977977 2.890409 -0.005203 -2.5 0.6 0.2
H -0.470558 1.967054 -1.719514 -0.2 -0.4 -0.2
```
Positions in Å, forces in eV/Å.

As for the total charge: -2. For the energy relative to the best compared isomer or geometry (same formula, charge and spin), the calculation gives 314.39 kJ/mol. The value obtained for the total energy is -10927.1066 eV. The expectation value of S² is 0.755. For the frontier orbital gap (alpha / beta), the calculation gives 4.31 / 5.86 eV. As for the multiplicity: 2. For the highest occupied orbital energy (alpha / beta), the calculation gives 2.614 / 1.044 eV. For the lowest unoccupied orbital energy (alpha / beta), the calculation gives 6.92 / 6.91 eV. The largest force on an atom comes out at 0.0665 Eh/bohr.

3.
A 2-piece molecular cluster, C5H10NO2 overall in a non-equilibrium geometry, computed with ωB97M-V with the def2-TZVPD basis set.

XYZ file:
```
18
Properties=species:S:1:pos:R:3:forces:R:3
C -0.103192 1.346839 1.761459 0.8 -0.7 0.1
C -0.030238 -0.097830 2.303113 -1.9 -0.3 -0.3
N -1.263407 -0.482896 3.015369 0.4 0.0 0.3
C -1.130497 -1.553127 -1.494628 0.6 -0.2 -1.4
C -0.581528 -0.231864 -1.949674 -0.4 -0.2 1.3
C 0.782389 0.220056 -1.550547 0.6 0.8 -1.0
O 1.710404 -0.621113 -1.417309 -0.4 -0.1 0.1
O 0.879824 1.485907 -1.499705 0.1 -0.4 0.1
H -0.195856 2.037392 2.598061 -0.3 0.2 0.0
H 0.784406 1.587075 1.162995 -0.1 0.1 0.0
H -0.963452 1.345327 1.092922 -0.1 0.5 0.2
H -0.015267 -0.707097 1.374343 0.7 0.0 0.3
H 0.859644 -0.283981 2.911721 0.4 0.1 -0.2
H -0.990270 -0.681744 3.982040 -0.1 0.1 0.0
H -2.207807 -1.613201 -1.670467 0.0 0.0 0.5
H -0.697370 -2.322856 -2.155127 0.0 -0.1 0.1
H -0.791617 -1.854001 -0.501733 -0.3 0.3 0.2
H -1.279150 0.588476 -2.089068 0.0 -0.1 -0.2
```
Positions in Å, forces in eV/Å.

As for the total charge: -2. For the energy relative to the best compared isomer or geometry (same formula, charge and spin), the calculation gives 254.13 kJ/mol. The value obtained for the total energy is -10927.7311 eV. The expectation value of S² is 0.755. For the frontier orbital gap (alpha / beta), the calculation gives 4.94 / 4.85 eV. As for the multiplicity: 2. For the highest occupied orbital energy (alpha / beta), the calculation gives 1.928 / 1.928 eV. For the lowest unoccupied orbital energy (alpha / beta), the calculation gives 6.86 / 6.77 eV. The largest force on an atom comes out at 0.0380 Eh/bohr.